18
Properties=species:S:1:pos:R:3:forces:R:3:nbo_charge:R:1 method="wB97M-V/def2-TZVPD" lumo_ev=0.86 relative_energy_kcal_mol=75.29 e_homo_ev=-7.55 total_charge=0 fmax_ha_per_bohr=0.0817 total_energy_ha=-289.8517
C -1.04415 2.01802 -0.55044 -1.187 -0.609 0.693 -0.6133
C -0.38765 0.74515 -1.15046 -0.244 0.130 -3.484 -0.4122
N 2.42736 -0.96171 0.75980 -2.709 1.135 1.094 -0.8203
C 1.57400 -0.44746 -0.28130 -0.050 0.479 0.799 0.0821
C 0.20759 -0.21500 -0.11399 3.441 -1.132 -2.132 -0.1969
C -0.40249 -1.40389 0.53244 -1.039 1.866 1.054 -0.2136
C -1.50874 -1.32500 1.25901 -1.796 2.156 0.116 -0.3783
H -1.98089 1.63980 0.01679 1.447 0.929 -0.652 0.2024
H -0.29198 2.39090 0.19460 -0.954 0.197 -0.653 0.2097
H -1.40998 2.82495 -1.29423 0.927 -1.421 1.107 0.2167
H -1.09456 0.20952 -1.88949 0.448 0.610 1.468 0.1999
H 0.38985 1.13920 -1.99787 -0.993 -1.071 2.435 0.1997
H 3.36164 -0.75867 0.53399 1.356 -0.020 -0.262 0.3714
H 2.21733 -0.50067 1.71926 0.256 -1.278 -2.358 0.3877
H 2.09421 -0.37619 -1.26859 -0.312 0.830 0.962 0.1808
H 0.08174 -2.37337 0.41582 0.004 0.288 -0.030 0.2129
H -2.21306 -0.44582 1.53621 1.985 -0.823 -0.921 0.1911
H -2.02024 -2.15976 1.57845 -0.580 -2.267 0.764 0.1801

---

18
Properties=species:S:1:pos:R:3:forces:R:3:nbo_charge:R:1 method="wB97M-V/def2-TZVPD" lumo_ev=1.15 smiles="C=CCN/C=C/C" relative_energy_kcal_mol=49.60 e_homo_ev=-7.53 total_charge=0 fmax_ha_per_bohr=0.0568 total_energy_ha=-289.8926
C -0.99543 2.46027 2.04720 0.887 -1.042 -0.284 -0.6361
C -0.82442 1.16434 1.23651 0.674 0.510 1.613 -0.3375
C 0.40467 0.74495 0.89416 -1.732 -0.461 -0.892 0.0180
N 0.61058 -0.37952 0.11729 1.440 -1.123 -0.196 -0.5961
C -0.33240 -1.07889 -0.75507 -1.930 2.051 0.781 -0.2677
C 1.23068 -2.33948 -2.06453 0.790 0.348 -1.112 -0.3875
C 0.27683 -1.40475 -2.06628 1.081 -1.489 0.203 -0.1985
H -2.04445 2.53954 2.30193 -0.050 0.664 0.026 0.2141
H -0.38862 2.44756 2.96245 -0.348 -0.239 0.120 0.2011
H -0.56100 3.29470 1.49743 -0.692 0.277 -0.161 0.2082
H -1.64335 0.45835 1.30279 -0.134 0.092 -0.654 0.1980
H 1.27739 1.31072 1.18988 0.225 -0.012 -0.332 0.1944
H 1.52086 -0.47688 -0.28888 0.431 0.172 0.339 0.3808
H -1.16416 -0.35423 -0.81946 -0.036 -0.279 -0.494 0.2057
H -0.81677 -1.97912 -0.36043 0.482 0.004 0.493 0.1970
H 1.65999 -2.85250 -1.21490 -0.507 0.115 0.489 0.1951
H 1.80499 -2.56981 -2.96241 -0.401 0.039 -0.100 0.1937
H -0.01539 -0.98527 -3.01768 -0.182 0.372 0.160 0.2174